[1]
ORCA calculation (wB97M-V/def2-TZVPD) on 3 unconnected molecules or ions with the total composition C28H56BrClN3O6.

Computed properties:
maximum force: 0.0517 Eh/bohr
net charge: +1
LUMO energy: -4.17 eV
orbital gap: 0.2482 Ha
electronic energy: -4749.944830 Eh

Last column: Löwdin charge in e.
CARTESIAN COORDINATES (ANGSTROEM)
C -1.0706 3.0822 8.4186  -0.113
C -1.1302 1.7622 9.2053  -0.249
C -0.8050 0.5861 8.2482  -0.227
C 0.7069 0.3685 8.2211  -0.197
C 1.2392 -0.5876 7.1334  -0.186
C 0.4103 -0.5893 5.8533  -0.202
C 1.1203 -1.2676 4.6664  -0.101
C 1.0929 -0.4187 3.3630  -0.407
C 2.0242 0.7689 3.5772  -0.133
C 3.4949 0.3888 3.7422  -0.248
N 4.4531 1.2033 3.6309  0.117
C -0.3763 -0.1013 3.0176  -0.600
Br -0.5680 1.5094 1.9569  0.824
C -0.8430 -1.4716 2.3682  -0.581
Cl -1.9810 -1.1279 1.0359  0.673
C 0.4298 -1.8733 1.6793  -0.026
N 1.4348 -1.2713 2.1822  0.006
N 2.7160 -1.4836 1.6568  0.169
C 2.8975 -1.1043 0.4365  -0.320
C 2.2110 0.0623 -0.2125  -0.001
C 3.8406 -1.8772 -0.4220  0.004
H -1.3824 3.9382 9.0124  0.072
H -1.7277 3.0309 7.5483  0.068
H -0.0605 3.2203 8.0272  0.063
H -0.4399 1.7821 10.0461  0.106
H -2.1644 1.6755 9.5391  0.103
H -1.2147 0.8863 7.2836  0.089
H -1.3541 -0.2888 8.6012  0.115
H 1.1994 1.3368 8.1102  0.108
H 0.9904 -0.0171 9.2005  0.117
H 2.2651 -0.2973 6.8904  0.111
H 1.2996 -1.5967 7.5469  0.119
H 0.1772 0.4496 5.6063  0.102
H -0.5513 -1.0733 6.0235  0.122
H 2.1284 -1.5966 4.9038  0.117
H 0.5583 -2.1789 4.4373  0.119
H 1.7396 1.3035 4.4826  0.134
H 1.9891 1.4848 2.7584  0.069
H 3.7568 -0.6427 3.9720  0.100
H 4.1123 2.1436 3.4141  0.060
H -1.0456 0.0661 3.8529  0.091
H -1.2515 -2.1851 3.0745  0.126
H 0.4791 -2.5861 0.8691  0.161
H 1.9948 0.8629 0.4874  0.053
H 1.2483 -0.2809 -0.6127  0.085
H 2.7759 0.4059 -1.0744  0.100
H 3.2794 -2.0904 -1.3368  0.094
H 4.6895 -1.2532 -0.7035  0.106
H 4.1423 -2.8115 0.0376  0.092
C -0.4381 -2.3821 -2.8608  -0.125
O -0.1885 -2.2040 -4.2279  -0.182
C 0.9004 -1.3278 -4.4788  -0.193
C 1.6147 -1.6865 -5.7619  -0.177
O 2.4608 -2.8199 -5.6581  -0.124
C 1.8476 -4.0994 -5.5635  -0.182
C 1.2162 -4.5820 -6.8496  -0.203
O -0.0210 -3.9292 -7.0772  -0.202
C -0.3357 -3.8173 -8.4499  -0.107
H -0.7786 -1.4453 -2.3976  0.062
H -1.2206 -3.1321 -2.7571  0.097
H 0.4615 -2.7477 -2.3417  0.077
H 1.6206 -1.3644 -3.6494  0.114
H 0.5042 -0.3064 -4.5611  0.123
H 2.2832 -0.8572 -6.0041  0.132
H 0.9111 -1.7865 -6.5894  0.126
H 1.1351 -4.1398 -4.7371  0.118
H 2.6642 -4.7836 -5.3228  0.128
H 1.0261 -5.6606 -6.7686  0.130
H 1.9081 -4.4051 -7.6804  0.129
H 0.4617 -3.2997 -8.9944  0.089
H -1.2476 -3.2293 -8.5317  0.089
H -0.5052 -4.8022 -8.8977  0.091
C -3.6335 0.3160 -2.1741  -0.104
O -3.0189 1.5743 -2.3274  -0.187
C -1.6773 1.4721 -2.7686  -0.209
C -1.2709 2.6733 -3.5948  -0.185
O -1.7732 2.6643 -4.9169  -0.121
C -3.1603 2.9218 -5.1016  -0.175
C -3.5588 4.3620 -4.8737  -0.200
O -3.6187 4.6584 -3.4872  -0.202
C -3.3478 6.0153 -3.2091  -0.111
H -3.1486 -0.2462 -1.3669  0.038
H -4.6790 0.4790 -1.9216  0.095
H -3.5850 -0.2625 -3.1034  0.096
H -1.5383 0.5637 -3.3683  0.108
H -1.0294 1.4141 -1.8778  0.117
H -0.1835 2.6379 -3.7072  0.125
H -1.5124 3.6059 -3.0806  0.123
H -3.7733 2.2435 -4.5063  0.121
H -3.3496 2.6926 -6.1520  0.130
H -4.5562 4.5251 -5.3025  0.131
H -2.8431 5.0198 -5.3794  0.128
H -2.3718 6.3115 -3.6102  0.088
H -3.3265 6.1323 -2.1270  0.087
H -4.1253 6.6667 -3.6219  0.091



[2]
ORCA calculation (wB97M-V/def2-TZVPD) on a molecular structure, C43H32Co2NO7P.

Computed properties:
maximum force: 0.0783 Eh/bohr
net charge: -2
LUMO energy: 4.03 eV
orbital gap: 0.1725 Ha
electronic energy: -5346.020578 Eh

Last column: Löwdin charge in e.
CARTESIAN COORDINATES (ANGSTROEM)
C -5.3376 -0.7359 3.2167  -0.079
C -4.1382 0.1774 3.1194  -0.235
O -3.0253 -0.6916 2.7862  -0.076
C -1.8303 -0.0403 2.6592  -0.523
C -0.7148 -0.8931 2.3011  -0.029
C 0.6132 -0.4501 2.4629  -0.211
C 1.0620 0.8434 2.9204  -0.026
C 2.4156 1.1091 3.1124  -0.066
C 3.3776 0.1056 2.8864  -0.297
C 4.7856 0.2861 3.0686  -0.243
N 5.9504 0.3198 3.1761  0.071
C 2.9621 -1.1492 2.4280  -0.064
C 1.6323 -1.4097 2.2057  -0.061
O -1.7861 1.1724 2.8868  -0.010
H -6.2141 -0.2143 3.6065  0.065
H -5.5780 -1.1437 2.2243  0.077
H -5.1283 -1.5795 3.8869  0.065
H -4.2659 0.9355 2.3326  0.120
H -3.9453 0.6731 4.0810  0.115
H -0.8742 -1.9088 1.9857  0.047
H 0.2945 1.5929 3.1174  0.083
H 2.7343 2.1001 3.4419  0.099
H 3.7091 -1.9233 2.2471  0.111
H 1.3153 -2.3857 1.8421  0.057
O -5.3546 -4.3605 1.4646  0.134
C -4.3085 -4.3175 1.9625  -0.171
Co -2.6936 -4.2767 2.5855  0.143
C -2.6299 -3.0702 1.2725  -0.156
O -2.7859 -2.4520 0.2989  0.150
C -3.4600 -4.1073 4.1475  -0.175
O -4.0989 -3.9579 5.1040  0.100
C -2.1998 -5.9704 2.7736  -0.313
C -1.5036 -5.3276 1.6846  -0.383
C -1.2685 -5.5516 0.3476  -0.125
C -0.6668 -4.6856 -0.6097  -0.265
C -1.0092 -4.8705 -1.9785  -0.069
C -0.4739 -4.0542 -2.9614  -0.135
C 0.4463 -3.0611 -2.6092  -0.141
C 0.8549 -2.9038 -1.2715  -0.084
C 0.3379 -3.7526 -0.2851  -0.040
Co -0.4967 -5.5465 3.2543  -0.045
C 0.9941 -4.6708 3.1868  -0.189
O 2.0900 -4.2694 3.2422  0.074
C 0.3558 -7.0872 3.1905  -0.175
O 0.9103 -8.1040 3.1846  0.091
P -0.7497 -5.5351 5.3794  1.066
C -0.9508 -3.9147 6.2055  -0.324
C -0.8667 -3.8131 7.6050  -0.103
C -1.0206 -2.5661 8.2221  -0.102
C -1.2309 -1.4176 7.4562  -0.090
C -1.2668 -1.5064 6.0592  -0.043
C -1.1082 -2.7511 5.4420  -0.082
C -2.1617 -6.6166 5.8444  -0.334
C -3.1388 -6.1996 6.7476  -0.093
C -4.1966 -7.0549 7.0656  -0.084
C -4.2898 -8.3138 6.4583  -0.105
C -3.2996 -8.7403 5.5758  -0.089
C -2.2329 -7.8953 5.2652  -0.109
C 0.5944 -6.2982 6.3720  -0.313
C 0.3966 -7.4366 7.1656  -0.082
C 1.4871 -8.0853 7.7461  -0.099
C 2.7837 -7.6008 7.5622  -0.107
C 2.9817 -6.4312 6.8205  -0.080
C 1.8907 -5.7774 6.2431  -0.075
H -2.6687 -6.9325 2.8439  0.069
H -1.5317 -6.5623 -0.0104  0.104
H -1.7003 -5.6767 -2.2153  0.095
H -0.7806 -4.1843 -4.0052  0.085
H 0.8545 -2.4002 -3.3791  0.078
H 1.5714 -2.1218 -0.9965  0.098
H 0.7330 -3.7662 0.7376  0.075
H -0.6735 -4.7057 8.2013  0.103
H -0.9755 -2.5017 9.3117  0.091
H -1.3595 -0.4440 7.9358  0.096
H -1.4161 -0.6162 5.4461  0.109
H -1.0887 -2.7944 4.3485  0.073
H -3.0544 -5.2210 7.2204  0.096
H -4.9414 -6.7297 7.7887  0.096
H -5.1359 -8.9624 6.6827  0.090
H -3.3436 -9.7256 5.1073  0.099
H -1.4676 -8.2185 4.5517  0.097
H -0.6051 -7.8372 7.3058  0.095
H 1.3160 -8.9836 8.3374  0.093
H 3.6348 -8.1258 7.9941  0.090
H 3.9852 -6.0344 6.6759  0.101
H 2.0580 -4.8718 5.6563  0.099